(1)
DFT (the ωB97M-V functional and the def2-TZVPD basis) results for the molecule C6H15N.

Last column: Mulliken charge in e.
Cartesian coordinates (Å):
C: -1.22677 0.27753 1.59202  -1.27
C: 0.27642 0.39666 1.35041  0.42
C: 0.48986 0.47477 -0.17314  -0.98
C: -0.09008 -0.77884 -0.97439  0.84
C: 0.92821 -1.65506 -1.68344  -1.63
C: -1.09283 -0.31831 -2.06673  -1.63
N: 0.76214 1.54308 2.12600  -0.74
H: -1.53003 -0.05595 2.60440  0.30
H: -1.81167 -0.30671 0.88503  0.30
H: -1.69860 1.28535 1.51416  0.30
H: 0.76636 -0.53211 1.68847  0.31
H: -0.00344 1.39096 -0.59804  0.33
H: 1.56418 0.51782 -0.39267  0.30
H: -0.63456 -1.38914 -0.23769  0.26
H: 0.43918 -2.58037 -2.04591  0.39
H: 1.82021 -1.98849 -1.15580  0.38
H: 1.21045 -1.15552 -2.60998  0.37
H: -1.53523 -1.14788 -2.65218  0.41
H: -0.73035 0.37747 -2.84190  0.39
H: -1.93690 0.20620 -1.61410  0.38
H: 0.73122 2.39874 1.57232  0.29
H: 1.77877 1.51478 2.24986  0.28

Its lowest unoccupied orbital energy is 1.082 eV. The value obtained for the HOMO energy is -9.4 eV. The energy above the lowest of the compared OMol25 structures with the same formula, charge and spin is 15.1 kcal/mol. Its orbital gap is 10.51 eV. The calculated total energy comes out at -7955.111 eV. The SMILES is CC(C)C[C@H](C)N. The calculation puts the largest force on an atom at 1.95 eV/A.

=====

(2)
DFT (the ωB97M-V functional and the def2-TZVPD basis) results for the molecule C6H15N.

Last column: Mulliken charge in e.
Cartesian coordinates (Å):
C: -1.31726 2.35622 -0.58778  -0.95
N: -1.03206 0.96600 -0.80558  -0.33
C: 0.17316 0.43856 -0.07998  -0.15
C: 0.42885 -0.99567 -0.53899  0.36
C: 1.93097 -1.43946 -0.41499  -1.36
C: -0.50461 -2.00884 0.15633  -1.47
C: 0.11482 0.69180 1.42723  -1.33
H: -2.21635 2.54788 0.00854  0.31
H: -1.41582 2.91062 -1.53191  0.32
H: -0.56155 2.97619 -0.09740  0.31
H: -1.77798 0.32203 -0.56798  0.28
H: 0.93924 1.04016 -0.59448  0.39
H: 0.23120 -1.02135 -1.61374  0.44
H: 2.05344 -2.11354 0.41925  0.35
H: 2.21607 -1.75167 -1.40522  0.35
H: 2.51843 -0.56781 -0.13219  0.36
H: -1.48762 -1.63510 0.45102  0.35
H: -0.02588 -2.31089 1.09154  0.32
H: -0.62522 -2.84008 -0.52727  0.38
H: -0.81490 0.40310 1.90098  0.25
H: 0.97935 0.25541 1.93215  0.40
H: 0.19371 1.77647 1.51048  0.43

Its lowest unoccupied orbital energy is 1.110 eV. The value obtained for the HOMO energy is -8.6 eV. The energy above the lowest of the compared OMol25 structures with the same formula, charge and spin is 26.0 kcal/mol. Its orbital gap is 9.67 eV. The calculated total energy comes out at -7954.638 eV. The SMILES is CN[C@@H](C)C(C)C. The calculation puts the largest force on an atom at 2.10 eV/A.

=====

(3)
DFT (the ωB97M-V functional and the def2-TZVPD basis) results for the molecule C6H15N.

Last column: Mulliken charge in e.
Cartesian coordinates (Å):
C: 1.76839 0.56966 0.20528  -0.03
C: 2.83091 1.63771 0.72428  -1.31
C: 0.36383 1.29701 0.23389  -0.95
N: -0.90320 0.67811 -0.25849  -0.45
C: -0.67205 -1.82002 -1.15148  -1.10
C: -1.19383 -0.86433 0.01565  0.26
C: -2.70984 -1.11669 0.16762  -1.39
H: 1.70464 -0.31581 0.88774  0.25
H: 2.08618 0.39802 -0.87978  0.24
H: 2.65951 2.63007 0.31595  0.35
H: 3.80282 1.16160 0.83629  0.38
H: 2.62583 1.61245 1.80306  0.34
H: 0.17730 1.82980 1.14066  0.40
H: 0.44831 2.24657 -0.33647  0.44
H: -1.04936 0.57973 -1.28390  0.32
H: 0.36303 -1.35444 -1.34734  0.23
H: -1.22924 -1.72306 -2.10339  0.32
H: -0.82574 -2.84254 -0.83779  0.41
H: -0.82528 -0.94960 1.04003  0.31
H: -2.89314 -2.21032 0.35104  0.35
H: -3.40684 -0.80609 -0.61636  0.32
H: -3.12222 -0.63782 1.09351  0.34

Its lowest unoccupied orbital energy is 1.110 eV. The value obtained for the HOMO energy is -8.7 eV. The energy above the lowest of the compared OMol25 structures with the same formula, charge and spin is 54.9 kcal/mol. Its orbital gap is 9.76 eV. The calculated total energy comes out at -7953.386 eV. The SMILES is CCCNC(C)C. The calculation puts the largest force on an atom at 3.62 eV/A.